## w
A cluster of 2 separate species, C3H10NO2P in total, computed with ωB97M-V/def2-TZVPD.

```
17
Properties=species:S:1:pos:R:3:nbo_charge:R:1
C -1.223 -1.754 0.370 -0.71
C -1.699 0.753 -0.048 -0.69
C -0.771 -0.407 -0.025 0.41
N 0.466 -0.279 -0.364 -0.70
O 3.026 -0.540 0.014 -1.16
O 1.477 2.702 0.265 -0.97
P 1.858 -1.437 0.040 1.11
H -0.419 -2.213 0.954 0.26
H -1.350 -2.384 -0.511 0.25
H -2.151 -1.733 0.931 0.23
H -2.486 0.636 0.693 0.23
H -2.173 0.818 -1.029 0.25
H -1.162 1.685 0.126 0.25
H 1.999 3.385 -0.158 0.48
H 2.108 2.052 0.597 0.49
H 0.807 0.666 -0.557 0.43
H 1.694 -1.950 -1.298 -0.17
```

For the HOMO-LUMO gap (spin up / spin down), the calculation gives 7.98 / 7.98 eV.

## x
A cluster of 2 separate species, C3H10NO2P in total, computed with ωB97M-V/def2-TZVPD.

```
17
Properties=species:S:1:pos:R:3:nbo_charge:R:1
C 1.094 -1.147 -0.776 -0.53
C 0.997 0.157 -0.382 0.17
C 1.739 0.856 0.746 -0.67
N 0.242 1.146 -1.077 -0.83
H 0.397 -1.623 -1.573 0.21
H 1.907 -1.861 -0.442 0.22
H 1.103 1.442 1.441 0.23
H 2.572 1.698 0.451 0.23
H 2.308 0.170 1.412 0.22
H -0.502 1.712 -0.567 0.38
H -0.327 0.719 -1.822 0.38
O -2.017 -1.464 0.529 -1.00
P -2.169 0.174 0.741 1.15
O -2.751 0.590 -0.755 -1.02
H -1.245 -1.878 0.796 0.50
H -3.550 -0.072 1.114 -0.13
H -3.610 0.200 -1.000 0.50
```

For the HOMO-LUMO gap, the calculation gives 9.28 eV. As for the SMILES: C=C(C)N.OPO.

Here are the energies relative to the best structure, in eV: w 0.000; x 0.559.

## w
A cluster of 6 separate species, H12O6 in total, computed with ωB97M-V/def2-TZVPD.

```
18
Properties=species:S:1:pos:R:3:nbo_charge:R:1
O 1.514 -0.362 2.283 -0.94
H 0.647 -0.329 2.687 0.47
H 1.927 0.464 2.535 0.47
O 0.807 -0.433 -3.743 -0.45
H 0.581 -0.516 -2.817 0.51
H 0.048 -0.005 -4.138 0.49
O -0.229 -0.699 -0.774 -1.01
H -0.787 -1.455 -0.594 0.51
H 0.393 -0.682 -0.047 0.51
O -0.839 -2.852 1.265 -0.97
H -0.395 -2.980 2.103 0.49
H -1.268 -3.689 1.090 0.49
O 0.419 2.519 1.039 -0.95
H 0.920 2.484 1.853 0.49
H -0.133 1.737 1.063 0.47
O -1.301 2.472 -1.584 -0.58
H -0.657 2.702 -0.914 0.51
H -1.645 1.624 -1.305 0.49
```

For the HOMO-LUMO gap (spin up / spin down), the calculation gives 11.68 / 3.56 eV. Its net charge is +1. Its expectation value of S² is 0.76. As for the spin multiplicity: 2.

## x
A cluster of 6 separate species, H12O6 in total, computed with ωB97M-V/def2-TZVPD.

```
18
Properties=species:S:1:pos:R:3:nbo_charge:R:1
O -0.851 -0.369 -0.634 -0.94
H -0.671 -1.306 -0.715 0.53
H -0.063 0.056 -0.971 0.52
O 0.943 -3.158 -0.965 -0.96
H 1.846 -2.930 -1.186 0.48
H 1.024 -3.845 -0.302 0.48
O -1.331 -0.813 2.199 -0.60
H -0.700 -0.394 2.785 0.50
H -1.165 -0.415 1.344 0.49
O 1.528 0.724 -1.332 -0.97
H 2.341 0.642 -0.833 0.50
H 1.754 1.298 -2.065 0.51
O -2.978 1.405 -0.692 -0.52
H -2.985 1.922 0.113 0.49
H -2.330 0.719 -0.531 0.50
O 1.240 1.910 1.565 -0.95
H 1.269 1.694 0.633 0.47
H 1.129 2.861 1.587 0.48
```

For the HOMO-LUMO gap (spin up / spin down), the calculation gives 11.75 / 3.84 eV. Its net charge is +1. Its expectation value of S² is 0.76. As for the spin multiplicity: 2.

Here are the energies relative to the best structure, in eV: w 0.506; x 0.000.

## w
An isolated molecule of C2H2Cl3P, computed with ωB97M-V/def2-TZVPD.

```
8
Properties=species:S:1:pos:R:3:nbo_charge:R:1
C -1.161 0.128 0.721 -0.38
C -0.184 0.354 -0.205 -0.42
Cl -0.084 1.855 -1.020 0.05
P 0.901 -0.998 -0.805 0.82
Cl 1.806 -1.422 0.887 -0.25
Cl 2.224 0.143 -1.685 -0.24
H -2.033 0.757 1.016 0.22
H -1.468 -0.818 1.091 0.21
```

For the HOMO-LUMO gap, the calculation gives 9.68 eV. As for the SMILES: C=C(Cl)P(Cl)Cl.

## x
An isolated molecule of C2H2Cl3P, computed with ωB97M-V/def2-TZVPD.

```
8
Properties=species:S:1:pos:R:3:nbo_charge:R:1
P -0.709 1.245 -0.587 0.35
C 0.167 0.059 0.444 -0.39
Cl 0.463 0.341 2.104 0.06
C 0.768 -0.935 -0.205 -0.14
Cl 1.645 -2.169 0.509 0.08
Cl 0.466 -1.263 -1.878 0.05
H -1.804 0.550 -0.822 -0.02
H -0.995 2.173 0.436 0.00
```

For the HOMO-LUMO gap, the calculation gives 9.63 eV. As for the SMILES: PC(Cl)=C(Cl)Cl.

Here are the energies relative to the best structure, in eV: w 0.000; x 1.475.

## w
A cluster of 2 separate species, C3H8O3S in total, computed with ωB97M-V/def2-TZVPD.

```
15
Properties=species:S:1:pos:R:3:nbo_charge:R:1
O 1.335 1.153 -2.608 -0.58
C 0.747 0.930 -1.586 0.79
O -0.537 1.330 -1.396 -0.69
C 1.258 0.157 -0.406 -0.53
C 0.451 -1.122 -0.168 -0.50
S 0.717 -1.699 1.541 -0.05
H -0.708 1.966 -2.108 0.50
H 1.104 0.778 0.479 0.23
H 2.308 -0.112 -0.512 0.24
H -0.602 -0.874 -0.264 0.23
H 0.651 -1.934 -0.850 0.22
H -0.195 -2.674 1.487 0.13
O -2.172 0.492 1.797 -0.94
H -1.517 1.133 2.098 0.47
H -2.839 0.476 2.496 0.47
```

For the HOMO-LUMO gap, the calculation gives 9.65 eV. As for the SMILES: O=C(O)CCS.O.

## x
A cluster of 2 separate species, C3H8O3S in total, computed with ωB97M-V/def2-TZVPD.

```
15
Properties=species:S:1:pos:R:3:nbo_charge:R:1
O 0.234 0.432 2.497 -0.58
C 0.050 -0.345 1.603 0.79
O -0.241 -1.648 1.852 -0.71
C 0.101 0.111 0.116 -0.51
C 0.466 -1.154 -0.705 -0.53
S 0.006 -0.918 -2.469 -0.05
H 0.046 -1.876 2.745 0.50
H -0.868 0.559 -0.120 0.22
H 0.891 0.923 0.064 0.26
H -0.027 -2.050 -0.334 0.24
H 1.546 -1.357 -0.496 0.23
H -1.268 -1.351 -2.348 0.13
O -0.355 3.068 -0.600 -0.99
H 0.417 3.228 -1.139 0.50
H -0.997 2.377 -0.666 0.49
```

For the HOMO-LUMO gap, the calculation gives 9.87 eV. As for the SMILES: O=C(O)CCS.O.

Here are the energies relative to the best structure, in eV: w 0.000; x 0.753.

## w
A cluster of 2 separate species, CH4NO2S in total, computed with ωB97M-V/def2-TZVPD.

```
9
Properties=species:S:1:pos:R:3:nbo_charge:R:1
C -0.757 1.604 0.160 -1.03
N 1.598 -1.158 -0.032 -1.10
O -1.183 -0.611 -1.276 -0.95
O -1.217 -0.766 1.217 -0.95
S -0.676 -0.114 0.043 2.03
H -0.962 1.742 1.185 0.19
H 0.254 2.118 -0.057 0.20
H 1.900 -0.831 -0.953 0.30
H 1.044 -1.983 -0.287 0.31
```

For the HOMO-LUMO gap (spin up / spin down), the calculation gives 7.58 / 7.58 eV. Its net charge is -1.

## x
The ion CH4NO2S with charge -1, computed with ωB97M-V/def2-TZVPD.

```
9
Properties=species:S:1:pos:R:3:nbo_charge:R:1
C 0.298 0.492 -0.182 -0.85
S -1.497 0.055 -0.015 2.12
N -1.220 -1.835 0.221 -1.19
O -2.152 0.427 -1.259 -1.01
O -2.021 0.726 1.155 -1.02
H 0.664 0.283 0.735 0.21
H 0.493 -0.225 -1.050 0.24
H 0.425 1.570 -0.366 0.20
H -1.598 -1.843 1.178 0.30
```

For the HOMO-LUMO gap, the calculation gives 7.51 eV. Its net charge is -1. As for the SMILES: C[S@](=N)(=O)[O-].

Here are the energies relative to the best structure, in eV: w 1.431; x 0.000.

## w
A cluster of 2 separate species, C5H12BrPS in total, computed with ωB97M-V/def2-TZVPD.

```
20
Properties=species:S:1:pos:R:3:nbo_charge:R:1
C -1.040 -0.124 1.731 -0.41
C -1.236 -0.466 0.480 0.03
C -2.100 0.291 -0.470 -0.68
C -0.750 -1.773 -0.177 -0.62
H -1.280 0.855 2.188 0.21
H -0.348 -0.720 2.314 0.20
H -3.155 0.111 -0.363 0.23
H -2.049 1.346 -0.433 0.22
H -1.968 0.079 -1.572 0.21
H -0.018 -1.476 -0.887 0.21
H -1.689 -2.061 -0.592 0.22
H -0.375 -2.444 0.467 0.21
C 1.571 0.794 -1.509 -0.93
P 1.683 0.178 0.292 0.63
S 2.227 2.009 1.266 -0.33
Br 3.573 -0.918 0.101 -0.25
H 0.455 1.107 -1.593 0.24
H 2.230 1.701 -1.693 0.24
H 1.877 0.052 -2.106 0.23
H 2.393 1.461 2.559 0.17
```

For the HOMO-LUMO gap, the calculation gives 9.02 eV. As for the SMILES: C=C(C)C.CP(S)Br.

## x
A cluster of 2 separate species, C5H12BrPS in total, computed with ωB97M-V/def2-TZVPD.

```
20
Properties=species:S:1:pos:R:3:nbo_charge:R:1
C 0.420 -1.557 0.355 -0.62
C -0.784 -0.814 -0.229 -0.54
C -1.939 -1.827 -0.526 -0.62
P -0.139 0.437 -1.494 0.67
S -0.891 -0.629 -3.197 -0.33
Br -1.936 1.693 -1.210 -0.25
H 1.142 -0.880 0.783 0.21
H 0.118 -2.286 1.166 0.22
H 0.834 -2.056 -0.543 0.20
H -1.192 -0.264 0.700 0.24
H -2.650 -1.916 0.454 0.22
H -1.444 -2.850 -0.730 0.21
H -2.532 -1.593 -1.364 0.23
H -0.983 0.428 -4.031 0.16
C 2.444 1.969 1.791 -0.38
C 1.457 2.677 1.500 -0.38
H 2.524 0.897 1.920 0.19
H 3.367 2.544 1.983 0.19
H 1.663 3.753 1.410 0.20
H 0.519 2.275 1.262 0.19
```

For the HOMO-LUMO gap, the calculation gives 9.63 eV. As for the SMILES: CC(C)P(S)Br.C=C.

## y
A cluster of 2 separate species, C5H12BrPS in total, computed with ωB97M-V/def2-TZVPD.

```
20
Properties=species:S:1:pos:R:3:nbo_charge:R:1
C 1.246 -2.860 0.810 -0.62
C -2.125 0.937 -0.134 -0.67
C -0.257 2.516 -1.125 -0.67
C 0.616 -1.509 0.953 -0.81
C -0.706 1.561 -0.045 -0.12
P 0.832 -0.378 -0.379 0.94
S 1.023 -1.276 -2.221 -0.56
Br 2.668 0.591 0.181 -0.20
H 1.052 -3.448 -0.120 0.24
H 2.331 -2.658 0.697 0.22
H 1.139 -3.467 1.707 0.22
H -2.208 0.197 0.686 0.21
H -2.860 1.644 0.064 0.22
H -2.394 0.463 -1.109 0.23
H -0.466 2.399 -2.138 0.23
H 0.798 2.570 -0.926 0.23
H -0.664 3.422 -0.808 0.22
H 0.968 -1.021 1.794 0.24
H -0.523 -1.568 1.121 0.24
H -0.469 1.885 0.995 0.21
```

For the HOMO-LUMO gap (spin up / spin down), the calculation gives 8.15 / 8.15 eV.

Here are the energies relative to the best structure, in eV: w 0.136; x 0.471; y 0.000.

## w
A cluster of 3 separate species, C2H10NO3 in total, computed with ωB97M-V/def2-TZVPD.

```
16
Properties=species:S:1:pos:R:3:nbo_charge:R:1
C 0.697 0.164 1.170 -0.04
O 0.314 1.117 0.244 -0.94
C -0.303 -0.970 1.353 -0.25
N -0.557 -1.826 0.163 -0.85
H 1.749 -0.356 0.971 0.08
H 0.959 0.653 2.184 0.11
H 0.004 -1.629 2.227 0.15
H -1.245 -0.461 1.707 0.17
H -1.237 -1.346 -0.394 0.34
H 0.377 -1.884 -0.314 0.36
H -0.786 0.894 -0.958 0.51
H -2.002 0.064 -1.299 0.43
O -1.576 0.865 -1.612 -1.01
H 0.854 2.051 -2.317 0.45
H 1.157 1.123 -1.157 0.50
O 1.595 1.544 -1.967 -1.02
```

For the HOMO-LUMO gap, the calculation gives 8.33 eV. Its net charge is -1.

## x
A cluster of 3 separate species, C2H10NO3 in total, computed with ωB97M-V/def2-TZVPD.

```
16
Properties=species:S:1:pos:R:3:nbo_charge:R:1
C 1.366 0.734 0.230 -0.06
O 1.250 -0.555 -0.316 -0.79
C 0.192 1.655 -0.034 -0.23
N -0.925 1.416 0.845 -0.89
H 1.582 0.735 1.318 0.16
H 2.276 1.164 -0.209 0.14
H 0.453 2.715 0.178 0.16
H -0.075 1.611 -1.101 0.14
H -1.295 0.471 0.935 0.43
H -1.725 2.026 0.768 0.33
H -0.582 -0.551 -1.496 0.48
H -0.686 -2.023 -1.075 0.50
O -0.825 -1.421 -1.815 -0.99
H -0.539 -2.212 1.573 0.42
H 0.708 -1.084 0.361 0.52
O -0.794 -1.403 1.125 -1.31
```

For the HOMO-LUMO gap, the calculation gives 8.07 eV. Its net charge is -1.

## y
A cluster of 3 separate species, C2H10NO3 in total, computed with ωB97M-V/def2-TZVPD.

```
16
Properties=species:S:1:pos:R:3:nbo_charge:R:1
C -0.341 1.017 -0.293 -0.04
O -0.743 0.647 0.939 -0.94
C 0.404 -0.212 -1.009 -0.26
N 1.947 0.092 -1.165 -0.85
H 0.236 1.929 -0.386 0.13
H -1.261 1.090 -0.930 0.10
H 0.072 -0.536 -2.033 0.14
H 0.170 -1.019 -0.296 0.21
H 2.033 0.889 -1.848 0.33
H 2.370 -0.676 -1.642 0.33
H -1.956 -0.192 0.287 0.50
H -2.285 -1.290 1.089 0.45
O -2.642 -0.908 0.212 -1.01
H 0.254 -0.726 2.776 0.44
H 0.599 0.215 1.803 0.50
O 1.143 -0.320 2.499 -1.02
```

For the HOMO-LUMO gap, the calculation gives 8.08 eV. Its net charge is -1.

Here are the energies relative to the best structure, in eV: w 0.000; x 0.225; y 0.825.

## w
A cluster of 2 separate species, C7H11BrN2O in total, computed with ωB97M-V/def2-TZVPD.

```
22
Properties=species:S:1:pos:R:3:nbo_charge:R:1
C 1.254 -1.315 -1.685 -0.59
C 0.588 0.150 -1.494 -0.24
C 1.743 1.083 -1.054 -0.59
C -0.529 0.179 -0.547 0.17
C -1.844 0.588 -0.875 -0.31
C -2.567 0.447 0.282 -0.01
N -1.658 0.210 1.276 -0.27
C -1.889 0.017 2.634 0.56
O -1.100 0.025 3.522 -0.51
N -0.383 0.025 0.748 -0.26
H 1.756 -1.623 -0.792 0.22
H 1.935 -1.415 -2.488 0.20
H 0.512 -1.901 -2.034 0.20
H 0.368 0.388 -2.570 0.21
H 2.217 0.831 -0.076 0.22
H 1.436 2.069 -0.977 0.20
H 2.400 0.869 -1.838 0.20
H -2.117 0.711 -1.822 0.22
H -3.623 0.635 0.495 0.23
H -2.937 -0.238 2.879 0.12
Br 2.925 -1.121 3.206 -0.25
H 1.511 -0.613 3.211 0.25
```

For the HOMO-LUMO gap, the calculation gives 10.39 eV. As for the SMILES: CC(C)c1ccn(C=O)n1.Br.

## x
An isolated molecule of C7H11BrN2O, computed with ωB97M-V/def2-TZVPD.

```
22
Properties=species:S:1:pos:R:3:nbo_charge:R:1
C 1.150 -2.051 -0.648 -0.41
N 1.741 -0.927 -0.029 -0.12
N 2.993 -0.681 0.012 -0.22
C 3.218 0.589 0.442 -0.11
C 1.954 1.141 0.683 -0.15
Br 1.682 2.933 1.316 0.05
C 1.008 0.209 0.354 0.05
C -0.525 0.209 0.173 0.23
C -1.063 1.567 0.502 -0.64
C -1.164 -0.861 1.149 -0.63
O -0.910 -0.211 -1.120 -0.73
H 0.614 -1.828 -1.599 0.23
H 1.891 -2.704 -0.925 0.23
H 0.452 -2.393 0.102 0.21
H 4.152 0.811 0.719 0.21
H -2.051 1.787 0.074 0.21
H -1.094 1.787 1.481 0.23
H -0.544 2.374 0.044 0.22
H -1.822 -1.458 0.618 0.22
H -1.939 -0.302 1.762 0.23
H -0.342 -1.518 1.517 0.22
H -1.192 0.604 -1.656 0.48
```

For the HOMO-LUMO gap, the calculation gives 9.74 eV. As for the SMILES: Cn1ncc(Br)c1C(C)(C)O.

Here are the energies relative to the best structure, in eV: w 0.000; x 0.676.